Entry 1:
The ion C11H15N2O with charge +1 at a distorted geometry. Source: the Open Molecules 2025 dataset; level of theory: wB97M-V/def2-TZVPD.

Calculated values
* SMILES: CC(C)[N+]1=C2NC=CC=C[C@@H]2OC=C1
* HOMO-LUMO gap (alpha / beta): 0.3004 / 0.3005 Ha
* total energy: -16667.956 eV
* HOMO energy (alpha / beta): -11.9711 / -11.9716 eV
* total charge: +1
* 2S+1: 1
* E_LUMO (alpha / beta): -3.796 / -3.796 eV

Cartesian coordinates (Å):
C 0.40086 2.33435 1.52426
C -0.39029 1.05841 1.85523
C -0.24713 0.64776 3.33222
N 0.17000 0.10928 0.89361
C -0.08229 -0.07786 -0.43179
N -1.18636 0.36775 -1.04555
C -1.73320 0.23202 -2.35696
C -1.62155 -0.87798 -3.18187
C -0.91100 -2.11468 -2.81023
C 0.20529 -2.17530 -2.07944
C 0.84142 -0.95795 -1.57358
O 2.08852 -1.22697 -0.96644
C 2.24614 -0.93893 0.34712
C 1.42214 -0.38362 1.26891
H 1.40448 2.23685 1.84087
H 0.35183 2.59937 0.38498
H -0.08392 3.26696 2.08581
H -1.42318 1.26671 1.69722
H -0.97466 1.27006 3.82789
H 0.82246 0.64304 3.67357
H -0.48757 -0.39995 3.45557
H -1.97242 0.76771 -0.48148
H -2.54763 0.93608 -2.56468
H -1.88204 -0.86538 -4.24128
H -1.33819 -3.05345 -3.24182
H 0.65680 -3.10523 -1.76819
H 1.14453 -0.02609 -2.32823
H 3.32123 -1.19139 0.65260
H 1.80572 -0.34158 2.23169

***

Entry 2:
The molecule C11H15N3O at a distorted geometry. Source: the Open Molecules 2025 dataset; level of theory: wB97M-V/def2-TZVPD.

Calculated values
* SMILES: C=C(/N=C1/C[C@H]1/C=N\N=C=O)C(C)(C)C
* HOMO-LUMO gap: 0.3377 Ha
* total energy: -18162.703 eV
* HOMO energy: -8.6842 eV
* 2S+1: 1
* E_LUMO: 0.506 eV

Cartesian coordinates (Å):
C -0.85749 1.12316 -1.26341
C -1.07264 0.15864 -0.32462
N -1.03837 -1.19303 -0.64284
C 0.03489 -1.75716 -0.79827
C 0.78610 -2.90641 -1.25634
C 1.53663 -1.56715 -1.02426
C 2.01889 -0.88454 -2.24224
N 2.76167 0.16160 -2.34863
N 3.01144 0.94586 -1.26767
C 3.75872 1.78916 -0.81033
O 4.29169 2.69736 -0.33130
C -1.41544 0.52122 1.11072
C -1.82209 -0.72948 1.94359
C -2.58130 1.54281 1.18880
C -0.11884 1.03528 1.75242
H -0.23693 0.92983 -2.16006
H -1.05653 2.13631 -1.22899
H 0.67397 -3.13548 -2.28321
H 1.00500 -3.79348 -0.60257
H 2.17687 -1.46552 -0.27246
H 1.66533 -1.45507 -3.05881
H -2.24665 -1.46804 1.37005
H -1.02844 -1.20792 2.49495
H -2.44243 -0.30501 2.73077
H -2.30635 2.43561 0.54628
H -2.61492 1.80139 2.24358
H -3.48844 1.13544 0.81503
H -0.12920 2.13995 1.97840
H 0.63234 0.82078 1.07896
H 0.10251 0.49389 2.66248

***

Entry 3:
The molecule C11H15N3O at a distorted geometry. Source: the Open Molecules 2025 dataset; level of theory: wB97M-V/def2-TZVPD.

Calculated values
* SMILES: CN(CC/N=C\c1ccccc1)/N=C\O
* HOMO-LUMO gap: 0.3420 Ha
* total energy: -18164.294 eV
* HOMO energy: -8.4874 eV
* 2S+1: 1
* E_LUMO: 0.820 eV

Cartesian coordinates (Å):
C 3.60797 -0.15604 -1.10596
N 2.42156 -0.09058 -0.33363
C 2.22656 1.20777 0.28536
C 0.70554 1.31040 0.63975
N 0.23794 0.52542 1.71767
C -0.86093 -0.05055 1.74448
C -2.09648 -0.03027 0.87820
C -2.64147 1.03073 0.21428
C -3.72673 0.85287 -0.64724
C -4.34788 -0.40064 -0.71775
C -3.79574 -1.48503 -0.03899
C -2.67742 -1.28428 0.79636
N 2.34602 -1.02769 0.82600
C 1.39772 -1.81533 0.77820
O 0.61969 -1.98631 -0.25853
H 3.43992 0.28810 -2.17741
H 4.57976 0.26049 -0.61342
H 3.87662 -1.26315 -1.30852
H 2.41921 2.12308 -0.39446
H 2.68985 1.21037 1.30542
H 0.15969 1.13635 -0.30580
H 0.52419 2.32043 0.79039
H -1.18193 -0.63475 2.64382
H -2.08541 2.02154 0.12959
H -4.27664 1.72273 -0.92660
H -5.09402 -0.74322 -1.39254
H -4.24020 -2.44031 -0.24764
H -2.34752 -2.02908 1.44867
H 1.26906 -2.46519 1.68575
H 1.07640 -1.62946 -1.09373